Record 1
{
  "formula": "C15H45O7",
  "method": "ωB97M-V/def2-TZVPD",
  "total_energy_ev": -30611.897,
  "max_force_ev_per_a": 0.69,
  "charge": 1,
  "e_homo_ha": -0.4729,
  "spin_multiplicity": 1,
  "relative_energy_kcal_mol": 0.00,
  "lumo_energy_ev": -1.89,
  "elements": ["O", "H", "H", "H", "C", "C", "O", "H", "H", "H", "H", "H", "H", "C", "C", "O", "H", "H", "H", "H", "H", "H", "C", "C", "O", "H", "H", "H", "H", "H", "H", "C", "C", "C", "O", "H", "H", "H", "H", "H", "H", "H", "H", "C", "C", "C", "O", "H", "H", "H", "H", "H", "H", "H", "H", "C", "C", "C", "O", "H", "H", "H", "H", "H", "H", "H", "H"],
  "positions_angstrom": [[8.08149, 17.99576, -12.00141], [7.29564, 17.98818, -11.35585], [8.97636, 17.87981, -11.56164], [8.05975, 18.83620, -12.53534], [7.47322, 16.15144, -14.78927], [8.46930, 16.96575, -15.56697], [8.77288, 18.15074, -14.84043], [7.42619, 15.13032, -15.16492], [6.46444, 16.57283, -14.84216], [7.71570, 16.11964, -13.72417], [8.05451, 17.22678, -16.54932], [9.36347, 16.36877, -15.78192], [9.46948, 18.64815, -15.27754], [11.01200, 16.66714, -12.60517], [11.23003, 16.86883, -11.13293], [10.34672, 17.92284, -10.67109], [11.06520, 17.61285, -13.14827], [10.02914, 16.22953, -12.79758], [11.75737, 15.99289, -13.02297], [12.26452, 17.15130, -10.93620], [10.98626, 15.94837, -10.59794], [10.46275, 17.99203, -9.71803], [7.61123, 19.13769, -8.97640], [6.15228, 18.86590, -9.25894], [6.01831, 18.15521, -10.50813], [7.71653, 19.70504, -8.05181], [8.04992, 19.73879, -9.77476], [8.15458, 18.19770, -8.85601], [5.60065, 19.80801, -9.32415], [5.71230, 18.26396, -8.45979], [5.08794, 18.24194, -10.80401], [5.89443, 19.76697, -13.92262], [6.65487, 20.98535, -13.47270], [5.77876, 21.89168, -12.61434], [7.80107, 20.53604, -12.72042], [5.57755, 19.18940, -13.04533], [6.46217, 19.12834, -14.59558], [4.96939, 20.05673, -14.42533], [6.99012, 21.55341, -14.34743], [5.06906, 22.43381, -13.23674], [6.37793, 22.64081, -12.08989], [5.26466, 21.28770, -11.86342], [8.29063, 21.31497, -12.43726], [6.84135, 14.75659, -9.09255], [8.18126, 14.92361, -9.78207], [9.00927, 13.64592, -9.72076], [8.00060, 15.33925, -11.15192], [6.98027, 14.59024, -8.02053], [6.32027, 13.86573, -9.45531], [6.21199, 15.63319, -9.24286], [8.73067, 15.74689, -9.31618], [9.90592, 13.72898, -10.33370], [8.41428, 12.81258, -10.10879], [9.28596, 13.37666, -8.70037], [7.54899, 14.64723, -11.64730], [4.17542, 16.18717, -12.24174], [3.11800, 17.25781, -12.40086], [1.73716, 16.81091, -11.96530], [3.53428, 18.40986, -11.58295], [3.89057, 15.30781, -12.81949], [4.25360, 15.87868, -11.19750], [5.14581, 16.54150, -12.59154], [3.10736, 17.63702, -13.42803], [1.00700, 17.60989, -12.10877], [1.75393, 16.50706, -10.91768], [1.38211, 15.95270, -12.53834], [2.93300, 19.12918, -11.79954]],
  "forces_ev_per_a": [[0.122, 0.047, -0.528], [-0.243, 0.021, 0.093], [-0.235, 0.105, 0.378], [0.101, 0.071, 0.240], [-0.516, -0.063, 0.444], [0.111, -0.084, -0.668], [0.038, 0.126, 0.316], [0.003, -0.004, -0.073], [0.088, 0.028, -0.139], [0.252, -0.051, -0.107], [-0.025, 0.008, 0.088], [0.102, 0.134, 0.280], [-0.030, -0.074, -0.173], [-0.336, 0.014, -0.373], [0.065, -0.119, -0.031], [0.258, -0.345, -0.233], [0.097, -0.001, 0.053], [0.050, 0.023, 0.042], [0.083, -0.011, 0.084], [-0.024, 0.047, 0.134], [0.117, 0.027, 0.086], [-0.202, 0.169, 0.002], [-0.056, 0.047, 0.046], [-0.088, 0.004, -0.092], [0.153, 0.226, 0.551], [-0.060, -0.048, 0.037], [0.070, -0.103, -0.024], [0.052, 0.040, -0.088], [-0.002, -0.050, 0.004], [-0.015, 0.021, -0.027], [0.116, -0.040, -0.263], [-0.403, -0.361, 0.109], [-0.329, 0.421, -0.094], [0.371, -0.088, 0.100], [-0.143, 0.036, -0.190], [0.126, 0.003, -0.081], [0.142, 0.049, 0.032], [0.102, 0.125, -0.073], [0.193, -0.099, 0.058], [-0.154, -0.111, 0.038], [0.012, -0.006, -0.047], [-0.121, 0.105, -0.017], [0.133, -0.109, 0.048], [-0.011, -0.146, 0.305], [-0.099, -0.335, -0.323], [-0.197, -0.073, -0.077], [0.203, 0.159, 0.277], [0.018, 0.134, -0.034], [-0.006, 0.104, -0.183], [-0.002, 0.013, -0.002], [0.001, 0.034, -0.086], [0.063, 0.036, 0.066], [0.049, 0.036, -0.046], [0.031, 0.136, 0.000], [-0.014, -0.121, 0.151], [-0.144, 0.029, -0.036], [0.122, 0.531, 0.243], [-0.067, -0.088, -0.073], [-0.171, -0.609, -0.276], [0.037, 0.025, -0.068], [0.048, 0.066, 0.019], [0.030, -0.062, 0.047], [-0.070, -0.284, -0.066], [0.011, -0.006, 0.129], [-0.012, 0.137, 0.029], [0.139, 0.035, -0.121], [0.065, 0.118, 0.181]],
  "lowdin_charge": [0.140, 0.077, 0.082, 0.095, -0.083, -0.303, -0.097, 0.085, 0.069, 0.045, 0.116, 0.115, 0.097, -0.073, -0.250, -0.095, 0.084, 0.062, 0.092, 0.122, 0.104, 0.105, -0.068, -0.246, -0.123, 0.090, 0.075, 0.067, 0.121, 0.120, 0.052, -0.044, -0.447, -0.038, -0.066, 0.065, 0.068, 0.099, 0.144, 0.089, 0.083, 0.077, 0.112, -0.048, -0.479, -0.048, -0.072, 0.090, 0.088, 0.062, 0.121, 0.073, 0.087, 0.088, 0.096, -0.045, -0.441, -0.047, -0.093, 0.095, 0.087, 0.063, 0.139, 0.083, 0.091, 0.089, 0.104]
}


Record 2
{
  "formula": "CH3N2O2S",
  "method": "ωB97M-V/def2-TZVPD",
  "total_energy_ev": -18993.734,
  "max_force_ev_per_a": 4.81,
  "charge": -1,
  "e_homo_ha": -0.1267,
  "spin_multiplicity": 1,
  "relative_energy_kcal_mol": 82.16,
  "lumo_energy_ev": 4.24,
  "elements": ["C", "N", "N", "O", "O", "S", "H", "H", "H"],
  "positions_angstrom": [[-0.27614, -0.35116, -0.14731], [-1.08823, 0.73768, -0.51127], [0.11827, 0.36429, -1.33548], [0.94575, -1.47433, 2.06771], [1.63688, 0.78336, 1.30650], [0.45927, -0.12316, 1.63591], [-0.94728, -1.48168, -0.49263], [-1.76516, 0.60246, -1.21963], [0.91663, 0.94254, -1.30380]],
  "forces_ev_per_a": [[-2.166, -4.003, -1.563], [1.553, 2.787, -0.151], [-1.232, -1.923, -0.182], [-0.611, 0.548, -0.526], [-1.330, -0.642, 0.088], [1.709, 0.120, -0.314], [2.536, 2.799, 1.415], [-1.233, -0.869, -0.129], [0.773, 1.182, 1.363]],
  "lowdin_charge": [-0.538, -0.070, -0.048, -0.611, -0.605, 0.628, 0.156, 0.046, 0.042]
}